{"formula": "C6H10O", "method": "ωB97M-V with the def2-TZVPD basis set", "homo_lumo_gap_ev": 8.800, "smiles": "C=C/C=C/C=C.O", "multiplicity": 1, "homo_ha": -0.309, "de_lowest_kcal_mol": 41.9, "symbols": ["C", "C", "C", "C", "C", "C", "H", "H", "H", "H", "H", "H", "H", "H", "O", "H", "H"], "coordinates": [[0.7811, 1.0188, 2.5094], [-0.2011, 0.7407, 1.6553], [-0.0377, -0.1106, 0.4637], [1.0228, -0.8334, 0.1103], [1.2312, -1.4557, -1.2058], [0.8494, -0.9383, -2.3727], [0.4997, 1.5507, 3.4077], [1.8210, 0.7382, 2.4226], [-1.1926, 1.1410, 1.8048], [-0.7799, 0.1154, -0.2953], [1.8133, -1.0612, 0.8099], [1.9288, -2.2737, -1.1930], [0.2918, -0.0299, -2.5787], [0.9577, -1.5843, -3.2432], [-3.0742, 1.1342, -0.4155], [-2.8450, 1.6389, -1.2017], [-3.0663, 0.2094, -0.6779]], "forces_ev_per_a": [[-0.655, 0.311, 0.550], [0.734, -0.956, -0.187], [0.084, 1.385, -0.581], [0.073, -0.479, -0.077], [0.085, 1.406, 0.352], [-0.467, -1.102, -0.689], [0.257, 0.272, 0.057], [-0.059, -0.215, -0.231], [-0.107, -0.017, 0.170], [-0.137, -0.452, -0.060], [0.033, 0.117, 0.392], [-0.195, -0.635, -0.200], [0.043, 0.012, 0.589], [0.384, 0.341, -0.073], [-0.017, 0.095, 0.117], [-0.027, -0.087, -0.028], [-0.028, 0.004, -0.101]]}

{"formula": "C10H14BBrN6Pt", "method": "ωB97M-V with the def2-TZVPD basis set", "homo_lumo_gap_ev": [8.628, 5.709], "multiplicity": 3, "homo_ha": [-0.308, -0.313], "de_lowest_kcal_mol": 0.0, "s_squared": 2.008, "symbols": ["H", "N", "B", "N", "C", "Pt", "H", "C", "H", "C", "H", "C", "H", "H", "H", "N", "N", "N", "N", "C", "C", "H", "H", "C", "C", "C", "C", "H", "H", "H", "H", "H", "Br"], "coordinates": [[2.2789, 3.6892, -0.4450], [1.5356, 2.0534, -1.5228], [0.2133, 0.4477, -3.1239], [0.6706, 1.8651, -2.5820], [0.4848, 3.0987, -3.1283], [2.4833, 0.8008, -0.3208], [-0.0156, 3.2416, -4.0656], [1.0412, 4.0724, -2.3040], [0.9907, 5.1443, -2.3861], [1.7078, 3.3833, -1.2999], [0.2754, 0.5607, -4.3516], [-1.8277, -2.2386, 3.0393], [-1.3058, -2.8783, 3.7581], [-1.0874, -1.8242, 2.3484], [-2.5381, -2.8450, 2.4668], [-1.4028, 0.0173, -2.8951], [1.3051, -0.6501, -2.7808], [-2.1992, -0.2055, -1.7576], [2.1649, -0.6055, -1.6959], [-2.2033, -0.1584, -3.9915], [1.7221, -1.6970, -3.5478], [-1.7852, -0.0208, -4.9786], [1.3176, -1.8766, -4.5273], [-3.4862, -0.5189, -3.5870], [2.6903, -2.4290, -2.8668], [-3.4288, -0.5432, -2.1723], [2.9426, -1.7212, -1.6975], [-4.3378, -0.7326, -4.1920], [3.1711, -3.3524, -3.1493], [-4.2324, -0.7924, -1.4972], [3.6041, -1.8851, -0.8686], [-2.3043, -1.4440, 3.5347], [3.3053, 0.3010, 1.8148]], "forces_ev_per_a": [[0.127, 0.210, 0.000], [-1.484, 1.296, -0.078], [-1.148, -0.310, -1.073], [1.403, 0.913, 0.344], [-0.272, -0.625, 0.843], [0.610, 0.575, 1.891], [-0.358, -0.202, -0.053], [0.322, 0.043, 0.180], [-0.031, -0.049, -0.300], [-0.875, -1.204, -1.331], [-0.223, -0.116, 0.671], [0.935, -1.193, -0.850], [-0.148, 0.124, -0.082], [-0.125, -0.083, 0.068], [0.086, 0.209, 0.186], [-0.334, 0.122, 0.413], [1.674, 0.007, 0.391], [0.885, -0.016, -0.237], [-0.810, -2.750, -1.014], [-0.246, -0.182, 0.398], [-0.448, 0.127, 0.829], [-0.168, -0.046, 0.048], [-0.307, 0.016, 0.031], [1.034, 0.256, 0.297], [0.067, 0.096, 0.043], [1.776, 0.594, -1.104], [-1.279, 1.272, -0.991], [-0.222, -0.056, -0.354], [-0.122, 0.139, -0.219], [0.236, 0.110, 0.239], [0.198, -0.091, 0.004], [-0.743, 0.949, 0.666], [-0.011, -0.135, 0.144]]}

{"formula": "C19H51B2N3O8", "method": "ωB97M-V with the def2-TZVPD basis set", "homo_lumo_gap_ev": 8.610, "smiles": "COCCNCCOC.COCCNCCOC.COCCNCCOC.BB(O)OC", "multiplicity": 1, "homo_ha": -0.312, "symbols": ["C", "O", "C", "C", "N", "C", "C", "O", "C", "H", "H", "H", "H", "H", "H", "H", "H", "H", "H", "H", "H", "H", "H", "H", "C", "O", "C", "C", "N", "C", "C", "O", "C", "H", "H", "H", "H", "H", "H", "H", "H", "H", "H", "H", "H", "H", "H", "H", "C", "O", "C", "C", "N", "C", "C", "O", "C", "H", "H", "H", "H", "H", "H", "H", "H", "H", "H", "H", "H", "H", "H", "H", "B", "B", "O", "O", "C", "H", "H", "H", "H", "H", "H"], "coordinates": [[-5.4313, 6.8469, -1.5161], [-4.3155, 6.9483, -0.6537], [-4.4553, 6.2275, 0.5648], [-3.4749, 5.0772, 0.6249], [-3.8274, 4.0372, -0.3328], [-2.8108, 2.9989, -0.4858], [-1.4590, 3.3866, -1.0640], [-1.5106, 3.7860, -2.4234], [-1.7840, 5.1563, -2.6455], [-5.2580, 7.5200, -2.3537], [-5.5542, 5.8303, -1.9053], [-6.3521, 7.1500, -1.0088], [-5.4811, 5.8728, 0.6972], [-4.2315, 6.9216, 1.3801], [-3.4862, 4.6510, 1.6327], [-2.4723, 5.4871, 0.4415], [-3.9898, 4.4659, -1.2345], [-3.2378, 2.2294, -1.1355], [-2.6403, 2.5367, 0.4880], [-0.8324, 2.4971, -1.0333], [-0.9426, 4.1422, -0.4621], [-1.3917, 5.7836, -1.8414], [-2.8561, 5.3418, -2.7612], [-1.2969, 5.4438, -3.5780], [4.4127, 0.5360, -4.9572], [3.6170, -0.3354, -4.1781], [4.3122, -0.9516, -3.1016], [3.7861, -0.4620, -1.7704], [4.1470, 0.9311, -1.5439], [3.4960, 1.5390, -0.3870], [1.9811, 1.7060, -0.4273], [1.5340, 2.6376, -1.3951], [1.3259, 2.1013, -2.6925], [3.8101, 0.8566, -5.8050], [4.7187, 1.4228, -4.3918], [5.3043, 0.0262, -5.3345], [5.3897, -0.7839, -3.1800], [4.1332, -2.0286, -3.1742], [4.2153, -1.0737, -0.9714], [2.6980, -0.6148, -1.7688], [3.9070, 1.4679, -2.3670], [3.9323, 2.5329, -0.2601], [3.7610, 0.9607, 0.5039], [1.6763, 2.1160, 0.5379], [1.4532, 0.7515, -0.5324], [1.0180, 1.0530, -2.6527], [2.2217, 2.1941, -3.3141], [0.5318, 2.6803, -3.1618], [2.3162, -6.0858, -0.5348], [1.5465, -7.0033, 0.2174], [2.2679, -7.6531, 1.2572], [1.7509, -7.2299, 2.6143], [2.0889, -5.8401, 2.8916], [1.4443, -5.2871, 4.0786], [-0.0742, -5.1474, 4.0662], [-0.5585, -4.1965, 3.1356], [-0.7809, -4.6976, 1.8280], [1.6962, -5.7398, -1.3598], [2.6159, -5.2185, 0.0639], [3.2104, -6.5634, -0.9459], [3.3409, -7.4619, 1.1718], [2.1075, -8.7288, 1.1411], [2.2014, -7.8654, 3.3820], [0.6661, -7.4034, 2.6228], [1.8288, -5.2772, 2.0925], [1.8639, -4.2905, 4.2353], [1.7328, -5.8910, 4.9445], [-0.3717, -4.7763, 5.0509], [-0.5833, -6.1088, 3.9313], [-1.0704, -5.7509, 1.8406], [0.0990, -4.5697, 1.1908], [-1.5920, -4.1195, 1.3876], [-1.6791, -1.2645, 2.3926], [-1.5001, 0.4072, 2.4356], [-0.4535, 1.0845, 1.8552], [-2.4855, 1.1356, 3.0980], [-3.7902, 0.9737, 2.5258], [-2.1520, -1.7284, 1.3966], [-1.4223, -1.9471, 3.3194], [-0.1300, 1.7716, 2.4611], [-3.7587, 0.6388, 1.4964], [-4.3895, 0.2904, 3.1206], [-4.2765, 1.9429, 2.5264]], "forces_ev_per_a": [[0.112, 0.047, 0.012], [-0.150, -0.091, -0.092], [0.180, 0.147, 0.190], [-0.034, -0.055, -0.227], [0.099, 0.049, 0.095], [-0.262, -0.010, -0.165], [-0.036, -0.183, 0.078], [-0.024, 0.134, 0.044], [0.026, -0.112, -0.164], [0.032, 0.012, 0.006], [-0.091, -0.004, 0.032], [-0.035, -0.034, -0.015], [-0.014, -0.059, -0.074], [-0.031, 0.006, 0.004], [0.032, -0.022, 0.004], [0.014, 0.053, 0.130], [-0.016, 0.007, -0.021], [0.044, -0.041, 0.021], [0.047, 0.007, 0.107], [0.046, -0.012, -0.007], [-0.041, 0.083, -0.032], [-0.039, 0.009, 0.044], [0.003, 0.087, 0.088], [0.021, -0.018, 0.004], [-0.112, -0.045, 0.014], [0.134, 0.134, -0.038], [-0.150, -0.246, 0.046], [-0.021, 0.220, -0.064], [-0.085, -0.106, 0.034], [0.142, 0.102, -0.119], [0.042, 0.136, 0.249], [0.133, -0.220, -0.139], [-0.023, 0.254, -0.052], [-0.032, -0.014, 0.007], [0.093, -0.016, -0.019], [0.038, 0.034, 0.006], [0.009, 0.094, 0.007], [0.029, -0.004, -0.012], [-0.015, 0.004, 0.029], [0.008, -0.136, 0.023], [0.011, 0.011, -0.018], [-0.021, 0.009, 0.052], [-0.021, -0.045, -0.002], [-0.023, -0.012, 0.012], [0.020, -0.008, -0.106], [0.063, -0.035, 0.004], [0.002, -0.137, -0.006], [-0.045, 0.007, 0.046], [-0.113, -0.051, 0.011], [0.134, 0.151, -0.026], [-0.148, -0.255, 0.031], [-0.024, 0.223, -0.055], [-0.101, -0.094, 0.032], [0.138, 0.112, -0.120], [-0.021, 0.069, 0.275], [0.091, -0.348, -0.112], [-0.046, 0.217, 0.019], [-0.031, -0.015, 0.006], [0.094, -0.014, -0.021], [0.039, 0.035, 0.006], [0.007, 0.096, 0.012], [0.026, -0.003, -0.016], [-0.012, 0.003, 0.029], [0.011, -0.139, 0.017], [0.022, 0.021, -0.024], [-0.022, 0.010, 0.056], [-0.020, -0.043, -0.003], [-0.011, 0.012, -0.006], [0.044, -0.024, -0.111], [0.060, -0.040, -0.001], [0.003, -0.128, -0.024], [-0.027, 0.018, 0.032], [-0.089, 0.464, -0.616], [-0.341, -0.071, 0.161], [0.640, -0.198, 0.850], [0.126, 0.148, -0.499], [-0.058, 0.246, 0.547], [-0.022, -0.309, 0.141], [-0.029, -0.112, 0.040], [-0.299, 0.255, -0.520], [0.067, -0.199, -0.237], [-0.076, -0.188, 0.070], [-0.069, 0.168, 0.041]]}